# 1
{
  "formula": "C6H11NO",
  "method": "ωB97M-V/def2-TZVPD",
  "species": ["C", "C", "C", "O", "C", "C", "C", "N", "H", "H", "H", "H", "H", "H", "H", "H", "H", "H", "H"],
  "coordinates": [[0.829988, 1.667868, -0.172084], [0.408333, 0.227621, 0.066133], [1.653300, -0.543868, 0.190206], [1.358174, -1.967584, 0.283952], [-0.606822, 0.193347, 1.237927], [-1.753691, -0.352487, 0.883400], [-1.749288, -0.628149, -0.592595], [-0.357263, -0.361867, -1.009928], [0.004159, 2.368189, -0.311510], [1.472841, 1.686969, -1.042584], [1.415317, 1.960476, 0.674123], [2.176885, -0.324682, 1.178238], [2.346441, -0.304686, -0.625284], [0.731194, -2.168065, -0.448764], [-0.415232, 0.791659, 2.117307], [-2.571645, -0.699388, 1.468566], [-2.542072, 0.004608, -1.119761], [-2.064763, -1.675644, -0.897467], [-0.335863, 0.125691, -1.879872]],
  "forces_ev_per_angstrom": [[-0.3, 0.0, -0.5], [-1.9, 1.8, 0.3], [1.2, -2.4, 2.5], [0.2, 0.8, -0.7], [0.9, 0.4, -0.5], [0.5, -0.6, -1.1], [-0.9, -0.9, -1.1], [-1.4, -0.7, -0.4], [0.0, -0.2, 0.1], [0.2, 0.3, -0.3], [0.4, 0.5, 0.5], [-0.5, -0.1, -1.2], [-0.1, -0.2, 0.0], [0.5, 0.5, 0.6], [0.2, -0.6, 0.5], [-0.6, 0.5, 0.6], [1.1, -0.3, 0.6], [0.4, 0.9, 0.6], [0.3, 0.4, -0.4]],
  "smiles": "C[C@@]1(CO)C=CCN1",
  "e_above_lowest_kcal_mol": 40.5,
  "total_energy_ha": -365.16685,
  "total_charge": 0,
  "e_lumo_ev": 0.9
}

# 2
{
  "formula": "C6H11NO",
  "method": "ωB97M-V/def2-TZVPD",
  "species": ["O", "C", "C", "C", "C", "N", "C", "C", "H", "H", "H", "H", "H", "H", "H", "H", "H", "H", "H"],
  "coordinates": [[-1.136244, 3.210088, -2.253771], [-0.693899, 2.178451, -1.771686], [-1.504389, 1.102026, -1.262607], [-0.977176, -0.123617, -0.701725], [0.521068, -0.204972, -0.612891], [0.625374, -2.332675, 2.358770], [0.136480, -1.863178, 1.264801], [0.961773, -1.245424, 0.276344], [0.390387, 1.972805, -1.711752], [1.867310, 1.888369, 2.455010], [-2.569199, 1.283544, -1.275745], [-1.338877, -0.992615, -1.281453], [-1.449853, -0.260892, 0.289475], [0.989365, 0.747197, -0.285429], [0.948874, -0.393332, -1.607936], [2.208616, 1.502289, 1.928392], [-0.091039, -2.896363, 2.817246], [-0.903345, -2.070751, 0.987282], [2.014776, -1.500949, 0.387675]],
  "forces_ev_per_angstrom": [[0.1, 0.1, 0.1], [0.0, -0.7, 0.1], [0.6, 0.8, -0.1], [-0.7, 0.0, 0.0], [0.3, -0.4, -0.6], [0.0, -0.2, -0.3], [-0.2, -1.0, -0.2], [0.1, 0.1, 1.0], [0.0, 0.3, -0.3], [-0.1, 0.1, 0.1], [-0.2, -0.2, -0.2], [-0.1, -0.2, 0.2], [0.2, -0.1, 0.2], [-0.2, 0.1, 0.1], [0.1, 0.4, -0.2], [0.1, -0.1, -0.1], [0.1, 0.2, 0.2], [0.0, 0.3, 0.0], [0.0, 0.3, -0.1]],
  "e_above_lowest_kcal_mol": 160.1,
  "total_energy_ha": -364.97632,
  "total_charge": 0,
  "e_lumo_ev": -3.1
}